(1)
Computed, not measured: 2 unconnected molecules or ions with the total composition C4H12O at a distorted geometry, with the ωB97M-V functional and the def2-TZVPD basis.

Its expectation value of S² is 0.750. Its largest force on an atom is 0.0939 hartree/bohr. The molar mass comes out at 76.14 Da. Its spin multiplicity is 2. The value obtained for the energy above the lowest of the compared OMol25 structures with the same formula, charge and spin is 1.117 eV. As for the net charge: -1.

XYZ file:
```
17
Properties=species:S:1:pos:R:3:forces:R:3
C 1.896082 0.893070 1.392411 1.39 2.38 -1.81
C 0.562722 0.680970 0.526664 0.94 1.82 4.25
C -0.660276 0.547723 1.401730 3.49 0.48 3.30
C 0.279749 1.778533 -0.371927 -0.16 2.99 -2.00
H 2.214873 1.994189 1.369753 -0.46 -1.15 -0.07
H 1.761781 0.727837 2.422791 -0.18 -0.77 1.33
H 2.859438 0.357686 1.007930 -1.96 0.52 0.52
H 0.880643 -0.214036 0.197677 -0.19 -3.21 -2.50
H -1.428769 0.201689 0.857737 -2.93 -1.78 -1.68
H -0.960766 1.525631 1.791658 0.20 -0.03 0.12
H -0.321868 -0.068913 2.271335 -1.15 0.01 -0.55
H -0.169030 1.428326 -1.369925 0.21 0.88 1.48
H -0.298985 2.675128 0.202944 0.85 -2.27 -1.62
H 1.239675 2.265839 -0.566256 -0.06 0.11 -0.78
H -1.031671 -3.209874 -2.218645 0.52 -0.15 0.94
H -2.419686 -4.012907 -2.218042 0.49 0.02 0.52
O -1.849412 -3.384047 -2.680277 -1.00 0.17 -1.45
```
Forces are in eV/Å.

***

(2)
Computed, not measured: 2 unconnected molecules or ions with the total composition C2H5NO at a distorted geometry, with the ωB97M-V functional and the def2-TZVPD basis.

Its expectation value of S² is 0.761. Its largest force on an atom is 0.1445 hartree/bohr. The molar mass comes out at 59.07 Da. Its spin multiplicity is 2. The value obtained for the energy above the lowest of the compared OMol25 structures with the same formula, charge and spin is 4.165 eV. As for the net charge: +1.

XYZ file:
```
9
Properties=species:S:1:pos:R:3:forces:R:3
C -1.858313 0.429603 -0.876861 -2.42 -0.44 -0.89
N -2.413020 -0.191582 0.082141 2.00 2.37 -1.81
H -1.448444 1.477549 -0.753297 0.23 -0.95 0.19
H -2.099291 0.168801 -1.963892 0.82 -0.19 1.23
H -2.519239 0.444254 0.872439 -0.61 -0.75 1.24
O 3.259211 0.006970 -0.227525 -2.85 -2.02 3.38
C 2.561606 -0.568946 0.643539 5.68 4.46 -1.76
H 2.641944 -0.507723 1.727207 0.91 1.06 0.54
H 1.875545 -1.258924 0.496248 -3.74 -3.54 -2.13
```
Forces are in eV/Å.

***

(3)
Computed, not measured: 13 unconnected molecules or ions with the total composition C40H88Cl18O12 at a distorted geometry, with the ωB97M-V functional and the def2-TZVPD basis.

Its largest force on an atom is 0.0469 hartree/bohr. The molar mass comes out at 1399.29 Da.

XYZ file:
```
158
Properties=species:S:1:pos:R:3:forces:R:3
C -2.277764 1.033814 1.486510 0.43 0.15 0.07
Cl -3.615698 2.144255 1.768611 -0.15 0.08 -0.04
Cl -2.166868 -0.166679 2.781848 -0.06 -0.21 0.04
H -2.434497 0.509349 0.552296 -0.04 0.13 -0.04
H -1.355950 1.621257 1.479530 -0.25 -0.21 -0.16
C -5.454913 2.214634 -1.488829 0.53 0.27 0.46
Cl -6.961874 3.039887 -1.133402 -0.53 0.06 0.15
Cl -5.586150 0.466401 -1.421741 -0.13 -0.47 -0.16
H -5.166266 2.537807 -2.482147 0.29 -0.23 0.06
H -4.740295 2.473252 -0.703070 -0.13 0.20 -0.50
Cl -1.489319 -3.445942 4.099396 -0.01 0.72 -0.18
C 0.026208 -2.587728 3.586981 0.15 -1.33 -1.70
C 1.138385 -3.619447 3.746830 -0.57 -0.05 0.22
Cl 1.250966 -4.903546 2.452584 -0.25 0.72 0.63
H 0.238317 -1.726613 4.199130 -0.18 0.19 0.42
H -0.084740 -2.264716 2.521676 -0.08 -0.36 1.10
H 0.937638 -4.110284 4.685428 0.13 -0.55 0.13
H 2.088375 -3.151854 3.830356 0.77 0.32 -0.23
Cl 3.236083 3.187981 2.440118 0.30 -0.34 0.70
C 2.842318 3.627381 0.791319 -0.97 -0.11 -1.07
C 1.404745 3.151884 0.439952 1.30 1.24 -0.62
Cl 0.190538 3.877254 1.480852 -0.55 0.33 0.44
H 3.533782 3.094753 0.103453 -0.30 0.55 0.45
H 2.924963 4.717208 0.735456 0.12 -0.28 -0.26
H 1.366972 2.106522 0.605565 -0.22 -0.81 -0.23
H 1.146099 3.435737 -0.608821 0.28 -0.39 0.81
Cl 4.650010 -0.379008 -1.270745 0.31 0.38 0.42
C 3.286576 -0.857152 -2.259364 -1.25 -1.02 -0.75
C 3.751584 -0.953344 -3.699346 -0.24 -0.29 -0.11
Cl 2.395337 -1.139373 -4.860454 0.01 0.01 0.35
H 2.452070 -0.153543 -2.245082 0.39 0.28 0.48
H 2.892626 -1.817543 -1.875041 0.30 0.39 -0.28
H 4.419881 -1.773674 -3.891564 0.22 -0.37 0.16
H 4.254681 -0.048173 -3.954745 0.30 0.65 -0.26
Cl -2.191002 9.465323 -0.420032 0.07 -0.36 -0.23
C -0.681571 8.483936 -0.557259 0.16 0.90 0.56
C -0.844793 7.249825 -1.385599 0.19 -0.35 -0.77
Cl 0.636733 6.242448 -1.097299 -0.26 0.06 -0.04
H -0.381540 8.276418 0.481353 -0.10 -0.12 -0.54
H 0.045899 9.146566 -1.019242 0.10 -0.01 0.15
H -0.817783 7.414682 -2.477154 -0.38 0.27 0.71
H -1.747788 6.700968 -1.140300 0.10 -0.34 0.13
Cl -3.998970 0.664829 -4.983329 -0.09 0.36 0.07
C -3.748870 -1.091459 -4.882157 0.42 -0.29 0.41
C -2.552780 -1.429619 -3.995411 -0.98 0.85 0.08
Cl -1.107376 -0.829112 -4.804040 0.74 -0.25 -0.28
H -3.457065 -1.401155 -5.873847 -0.58 -0.30 -0.38
H -4.683677 -1.517067 -4.502623 0.32 -0.09 -0.25
H -2.476845 -2.495240 -3.800838 0.07 0.00 0.06
H -2.640626 -0.840219 -3.086173 0.02 -0.36 0.33
Cl 2.972525 -4.739449 -1.322873 0.13 -0.06 -0.05
C 1.402352 -5.619704 -1.360876 -0.02 1.08 0.47
C 0.271828 -4.683438 -0.930311 -0.53 -1.39 -1.18
Cl -0.096583 -3.551886 -2.256167 0.28 0.73 -0.14
H 1.491716 -6.450618 -0.671556 -0.03 -0.11 -0.01
H 1.262666 -5.947004 -2.382342 -0.10 -0.06 0.08
H 0.455312 -4.157034 -0.001530 -0.07 -0.02 -0.01
H -0.645751 -5.296262 -0.962525 0.36 0.15 0.75
Cl -0.282233 3.480251 6.961516 0.08 -0.03 -0.73
C -0.126951 3.314684 5.150463 -0.60 0.10 0.51
C -0.106575 1.884602 4.719777 0.16 -0.29 -0.04
Cl 1.301261 1.024798 5.372085 0.20 -0.30 0.21
H 0.811804 3.772227 4.841040 -0.25 0.32 0.11
H -1.027478 3.796847 4.728877 0.66 -0.02 0.10
H 0.029713 1.835224 3.660936 0.11 0.29 -0.84
H -0.995059 1.306576 4.903426 -0.31 -0.02 0.60
C -3.139319 -3.285302 -0.053211 -1.48 -0.89 -0.79
O -3.445549 -3.771181 -1.369720 -0.11 -0.01 0.57
C -4.342080 -4.874813 -1.350304 0.93 -0.14 -1.03
C -3.755428 -6.145039 -0.823131 0.21 -1.18 -0.21
O -2.711652 -6.660286 -1.673565 -1.04 1.81 -0.13
C -2.479011 -7.946766 -1.307388 0.50 -1.76 1.36
C -1.401974 -8.591073 -2.098264 0.55 0.75 -1.78
O -0.157481 -7.882935 -2.073330 -1.00 -0.79 0.53
C 0.800925 -8.583294 -2.818167 1.60 0.29 0.43
H -2.742588 -4.059426 0.570419 1.09 -0.32 0.28
H -4.055604 -3.043135 0.460417 -0.69 0.51 0.14
H -2.558104 -2.403890 -0.150174 0.85 0.54 -0.04
H -4.590313 -5.061740 -2.417402 -0.26 0.29 0.71
H -5.203855 -4.715487 -0.714546 -0.59 0.57 -0.08
H -4.570409 -6.927499 -0.789739 0.56 0.79 0.10
H -3.353651 -6.024806 0.195940 -0.12 -0.11 -0.15
H -3.342021 -8.606493 -1.482454 -0.29 0.13 0.11
H -2.272627 -7.984133 -0.226325 0.14 -0.18 0.03
H -1.772542 -8.562857 -3.145943 0.26 -0.19 0.19
H -1.250003 -9.638084 -1.844243 -0.08 -0.13 0.36
H 1.742228 -8.003958 -2.651218 -0.51 -0.64 -0.34
H 0.575102 -8.548992 -3.895615 -0.03 -0.36 0.24
H 0.999991 -9.628980 -2.432040 -0.48 0.92 -0.53
C 0.098495 7.723975 -5.007638 -1.17 -0.33 1.13
O -1.284073 7.357917 -4.968151 0.06 -2.15 0.65
C -1.383777 5.885066 -4.731806 -0.49 1.43 -0.23
C -2.856277 5.508862 -4.643542 0.77 0.22 -0.52
O -3.319975 5.754430 -3.350064 -0.02 0.40 0.60
C -4.713970 5.620868 -3.158807 0.37 -2.04 0.83
C -5.072752 5.969592 -1.699041 0.07 0.19 -0.44
O -4.478010 5.072433 -0.758431 0.04 0.02 -1.24
C -4.570191 5.474649 0.573425 0.13 0.28 0.92
H 0.493929 7.498816 -3.978427 0.39 0.41 -1.07
H 0.101776 8.793632 -5.238165 0.38 -0.28 0.05
H 0.568701 7.109776 -5.770525 0.58 0.18 -0.07
H -0.890166 5.526917 -3.806838 0.04 0.62 -0.21
H -0.895034 5.382318 -5.571680 -0.12 -0.01 -0.07
H -2.947184 4.470582 -4.942098 -0.14 -0.66 0.22
H -3.395832 6.061926 -5.404277 -0.32 0.45 -0.11
H -5.009753 4.570520 -3.403564 0.12 0.40 0.29
H -5.251917 6.215401 -3.862797 -0.54 0.91 -0.34
H -6.189074 5.910390 -1.574929 0.91 0.52 -0.16
H -4.624324 6.987785 -1.579977 -0.73 -0.44 0.41
H -3.958832 4.784489 1.172457 0.37 0.52 -0.35
H -5.552791 5.317542 1.029133 -0.46 0.32 -0.44
H -4.270304 6.544194 0.693934 -0.06 -0.73 0.10
C 4.665270 -4.278327 6.241227 -0.92 0.91 -1.39
O 4.093685 -3.025403 5.857187 -0.15 -0.09 -0.99
C 4.438681 -2.031161 6.798223 1.91 -1.32 0.05
C 4.434945 -0.677470 6.192088 -0.92 1.49 1.25
O 5.625455 -0.501026 5.464291 -0.44 0.35 -1.21
C 5.302111 -0.166397 4.128773 0.05 -0.91 -1.51
C 6.566543 0.118089 3.268809 -1.41 -0.47 0.93
O 7.474530 -0.952176 3.311595 0.07 0.68 -0.03
C 7.008281 -2.151509 2.739396 -0.23 1.25 -0.42
H 5.745635 -4.202173 6.111850 0.07 -0.41 0.28
H 4.206705 -5.040574 5.597784 0.38 0.14 0.10
H 4.326138 -4.428410 7.235986 0.26 -0.70 1.23
H 5.472891 -2.301110 7.128440 -0.40 0.70 -0.01
H 3.826971 -2.185161 7.647020 -1.00 0.40 1.15
H 4.427438 0.164196 6.969598 -0.27 -1.29 -0.67
H 3.474190 -0.576197 5.608694 1.12 0.02 0.14
H 4.677938 0.720165 4.028653 -0.18 0.36 0.38
H 4.660730 -1.006660 3.683777 0.90 0.92 0.42
H 7.071445 0.977497 3.700454 0.17 0.08 -0.06
H 6.166333 0.402645 2.261256 0.57 -0.42 0.30
H 7.805549 -2.825430 2.957194 0.39 -0.85 -0.46
H 6.812717 -1.937361 1.668080 0.22 -0.70 0.24
H 6.093565 -2.503338 3.200321 -0.29 -0.16 0.20
C 3.377981 -2.318088 1.444753 1.55 1.43 -0.29
O 2.298144 -1.698017 2.055254 -0.47 -1.14 1.49
C 1.776121 -0.551704 1.537717 -0.91 2.18 -0.48
C 0.755677 -0.807087 0.414736 -0.09 -0.08 0.74
O 0.664686 0.372604 -0.354487 -0.35 -0.65 -1.20
C -0.175881 0.146590 -1.512846 -0.98 0.30 2.01
C -0.612528 1.416839 -2.131919 -0.55 0.92 -0.54
O -1.645701 2.070419 -1.369178 0.74 0.42 -0.63
C -1.905298 3.422448 -1.862706 1.23 -0.95 0.05
H 3.209587 -2.607057 0.434106 -0.43 -0.26 -0.95
H 3.676431 -3.191829 1.983490 -0.14 -0.53 0.59
H 4.248220 -1.624860 1.432628 -0.31 -0.28 0.01
H 2.550884 0.104784 1.072213 -0.20 -0.29 0.43
H 1.270174 0.031653 2.377881 0.76 -0.67 -0.87
H -0.265154 -1.039656 0.770388 0.32 -0.09 0.22
H 1.100574 -1.703722 -0.108242 0.05 0.14 -0.63
H -1.119346 -0.328379 -1.169346 0.40 -0.23 -0.08
H 0.292818 -0.502897 -2.216844 0.49 -0.51 -0.57
H -1.023591 1.143284 -3.121787 0.22 0.37 0.21
H 0.243709 2.090387 -2.265063 -0.04 0.05 -0.09
H -2.859682 3.671372 -1.417560 0.00 0.47 -0.29
H -1.884441 3.439377 -2.978903 -0.46 -0.15 0.70
H -1.088173 4.127197 -1.542725 -0.75 -0.59 0.00
```
Forces are in eV/Å.

***

no.,total energy (a.u.)
1,-234.72761
2,-208.71101
3,-10762.98370